Entry 1:
10 unconnected molecules or ions with the total composition C39H77O18P. Source: the Open Molecules 2025 dataset; level of theory: wB97M-V/def2-TZVPD.

Last column: Mulliken charge in e.
Cartesian coordinates (Å):
C -6.06 6.77 10.45  0.867
H -4.20 4.44 1.44  0.460
H 3.39 -4.82 0.45  0.317
C -5.17 -3.72 -9.04  -0.624
C 1.55 -1.52 -7.73  -0.921
H -4.31 -3.62 -8.39  0.231
C -7.82 -5.38 -9.90  0.721
O -2.16 -3.26 -9.13  -0.544
H 6.07 -8.62 4.92  0.317
H -7.49 4.90 12.46  0.272
H 7.26 -2.06 -0.20  0.338
O -6.02 7.78 9.79  -0.548
H -2.41 2.95 4.75  0.182
O -2.61 1.56 2.16  -0.375
C -0.02 5.23 0.67  0.708
C -3.37 3.83 1.79  -0.468
H 5.85 3.41 -6.63  0.306
C 1.52 -0.95 -0.29  -0.726
H -3.98 2.05 0.76  0.357
C -6.58 4.39 10.55  -0.362
C -2.31 1.28 3.43  0.848
C -3.28 5.43 7.88  -0.489
H -4.66 7.42 11.90  0.311
H -0.46 -5.15 -9.16  0.303
C 7.65 -3.93 0.78  -0.656
C -5.25 7.47 6.15  -1.115
H 7.21 -10.14 1.99  0.377
H -3.35 4.36 7.70  0.250
H -5.98 6.91 6.73  0.207
H 5.21 0.78 -3.85  0.319
C 6.78 -7.77 3.12  0.825
C -5.49 6.73 11.85  -1.119
C 2.21 5.69 -0.21  -0.554
O -8.91 -5.44 -10.40  -0.561
P 1.29 -1.32 -2.93  -0.118
H 5.55 -10.48 0.13  0.374
H -6.76 3.68 9.74  0.386
H -2.64 5.61 8.75  0.418
H 7.24 2.38 -6.29  0.359
O -7.54 -4.35 -9.09  -0.356
H 5.60 1.74 -6.17  0.253
H 2.41 -1.42 -7.07  0.277
H 1.85 6.04 -2.30  0.244
H -7.59 3.18 12.03  0.368
H -2.63 7.21 6.81  0.388
H 0.11 -1.47 -6.14  0.172
C 2.24 5.25 -1.66  -0.575
H -6.20 -6.06 -11.10  0.241
O -1.03 5.66 1.17  -0.538
H 3.25 5.01 -1.96  0.202
H 1.77 -2.15 -3.95  0.008
C 3.94 2.56 -3.69  0.627
O 7.11 -6.72 3.59  -0.551
C 4.90 -4.19 -0.89  0.821
C -3.74 2.36 1.77  -0.542
C 7.00 -9.35 1.27  -0.409
C 0.19 3.74 0.48  -0.733
H -3.03 1.43 5.42  0.396
H 4.73 -4.07 1.29  0.381
H -4.61 2.14 2.39  0.381
H -5.57 4.20 10.92  0.325
O -6.67 5.68 9.95  -0.356
C -3.00 2.06 4.53  -1.020
H 1.28 -0.53 -8.12  0.318
H 4.84 -8.47 3.66  0.260
H -5.42 -2.73 -9.44  0.288
H 1.62 4.37 -1.82  0.241
C 6.70 -2.92 0.17  -0.447
O 4.30 -4.46 -1.89  -0.591
O 2.93 3.00 -3.21  -0.530
C -2.73 6.14 6.66  -0.611
H -0.25 3.44 -0.47  0.250
O 0.90 6.09 0.21  -0.356
H 4.83 -9.45 1.38  0.269
C 0.37 -2.11 -6.98  -0.265
H -6.26 7.05 12.55  0.294
H -3.11 4.17 2.79  -0.021
H -4.90 -4.34 -9.89  0.224
H 2.84 6.57 -0.08  0.318
H 2.61 4.93 0.46  0.368
H 7.12 -4.80 1.15  0.013
C 6.19 3.03 -4.54  -0.418
H 3.74 0.79 -4.86  0.239
O -5.09 6.36 4.06  -0.544
O 4.87 3.43 -4.13  -0.388
C 4.16 1.08 -3.90  -0.427
H -2.51 4.01 1.16  0.058
H 1.83 -2.14 -8.58  0.281
H 8.37 -4.28 0.04  0.288
H -4.29 5.79 8.13  -0.099
H 0.56 -3.86 -9.81  0.275
H 7.76 -9.42 0.50  0.329
H 3.20 -1.57 -1.36  0.183
H 5.98 -2.54 0.89  0.335
C -7.63 4.20 11.63  -1.086
H 6.58 2.26 -3.87  0.367
C 5.88 -8.73 3.86  -1.023
H 0.32 -0.11 1.40  0.616
C 4.47 -4.72 0.46  -0.846
H -0.09 -1.54 -2.78  0.079
H 0.61 -3.09 -6.55  0.366
H -6.04 -6.56 -9.40  0.311
C -4.61 6.55 5.14  0.869
H -6.13 -5.27 -7.85  0.375
H -7.22 -7.34 -10.43  0.301
C 0.01 -4.20 -8.93  -1.003
H -6.61 -3.63 -7.45  0.334
H 5.46 -8.72 -0.09  0.254
H 1.93 -2.79 -1.10  0.282
H -8.63 4.37 11.23  0.307
H -4.54 7.95 6.83  0.343
H 6.81 3.91 -4.39  0.346
O 7.16 -8.06 1.86  -0.391
O 6.03 -3.46 -0.98  -0.375
H -5.76 8.27 5.61  0.365
H -5.11 5.75 12.14  0.359
C 5.63 -9.51 0.64  -0.954
H 4.92 -5.70 0.61  0.070
H 0.71 -4.38 -8.11  0.346
C -6.35 -4.29 -8.28  -0.587
H -4.02 2.35 4.30  0.328
C -6.74 -6.39 -10.22  -0.892
H 6.04 -9.78 3.61  0.333
O -3.50 5.85 5.50  -0.350
H 8.20 -3.48 1.61  0.355
O -0.80 -2.18 -7.79  -0.390
C 0.95 -0.35 0.57  0.065
O -1.45 0.47 3.67  -0.600
H 1.23 3.43 0.51  0.391
H 3.64 0.54 -3.11  -0.151
C 6.22 2.61 -5.99  -0.960
H -0.32 3.21 1.28  0.081
C -1.07 -3.20 -8.61  0.758
H -1.73 5.76 6.44  0.337
C 2.13 -1.74 -1.33  -0.344

2S+1 = 1
SMILES string = CCOC(C)=O.CCOC(C)=O.CCOC(C)=O.CCOC(C)=O.CCOC(C)=O.CCOC(C)=O.CCOC(C)=O.CCOC(C)=O.CCOC(C)=O.C#CCP
Net charge = 0
DFT total energy = -3227.79249 Ha
Orbital gap = 8.960 eV

***

Entry 2:
A molecular structure, C3H8N2S. Source: the Open Molecules 2025 dataset; level of theory: wB97M-V/def2-TZVPD.

Last column: Mulliken charge in e.
Cartesian coordinates (Å):
N 0.83 -1.23 0.59  -0.769
H 2.45 0.61 1.39  0.277
H -0.93 -1.04 -2.32  0.320
H 1.32 2.12 0.24  0.222
S -0.80 1.97 -0.64  -0.430
N 0.37 0.04 0.53  0.369
H 0.21 -1.63 1.69  0.272
H -2.27 0.06 -1.70  0.318
H -2.09 -1.36 -0.74  0.333
C -0.48 0.37 -0.44  0.406
H 0.46 -1.74 -0.40  0.326
H 0.92 1.41 2.11  0.254
C -1.37 -0.63 -1.31  -1.175
C 1.36 1.05 1.01  -0.721

2S+1 = 1
Net charge = 0
DFT total energy = -626.60995 Ha
Orbital gap = 8.392 eV

***

Entry 3:
12 unconnected molecules or ions with the total composition C15H48N14O24P. Source: the Open Molecules 2025 dataset; level of theory: wB97M-V/def2-TZVPD.

Last column: Mulliken charge in e.
Cartesian coordinates (Å):
C -6.00 -4.18 -0.17  -0.751
O 8.93 -5.38 -2.36  -0.537
H 0.46 5.52 -4.14  0.323
H -2.63 4.60 -8.36  0.315
H -1.12 5.62 -4.97  0.322
H -1.40 3.59 -9.18  0.306
N -1.09 4.48 -3.22  0.884
O 7.76 -4.59 -0.75  -0.543
O -1.46 5.31 -2.42  -0.531
H 6.25 -3.57 1.23  0.224
O 1.28 -3.70 5.61  -0.557
H -4.75 2.65 -0.06  0.296
N 7.91 -4.93 -1.90  0.881
O -1.23 3.28 -3.09  -0.538
H -2.09 2.87 0.63  0.142
N 2.91 -3.26 -1.92  0.893
C 2.49 -1.86 4.94  -0.466
O -0.96 6.22 -7.82  -0.499
H -0.73 3.11 4.21  0.343
H -2.89 -2.58 5.63  0.303
H -3.53 0.34 2.59  0.341
C -1.05 -0.61 0.04  -0.699
H 3.32 -2.10 5.60  0.269
N 4.33 1.11 -0.21  0.982
H -3.73 1.13 -1.84  0.258
O 0.34 -1.78 5.80  -0.575
H -4.09 5.50 0.34  0.262
N 1.27 -2.50 5.49  0.964
N 0.63 1.74 5.01  0.992
H -3.95 -1.26 1.31  0.568
H 6.48 -3.73 -2.83  0.203
C 4.50 -0.36 -0.27  -0.454
O 0.57 2.06 6.17  -0.573
H -1.73 3.35 -7.43  0.251
N -0.63 5.06 -7.91  0.848
H -1.76 1.22 -0.94  -0.158
O -3.35 -3.86 2.95  -0.533
O 4.96 -3.74 3.94  -0.539
O 2.69 -2.92 -0.78  -0.525
H 2.33 -0.78 4.90  0.227
H -6.97 -4.01 -0.63  0.302
H -0.67 -0.74 1.06  0.330
H 7.05 -5.12 -3.80  0.324
O -0.34 1.69 0.54  -0.384
N -3.48 -0.50 0.81  0.265
H -5.69 -5.21 -0.28  0.315
H -0.15 4.12 -5.06  0.289
O -3.92 -1.83 3.36  -0.624
P -4.86 0.49 0.09  0.171
O -5.22 -2.11 -0.85  -0.453
C -0.42 4.97 -4.45  -0.811
H 0.97 -3.76 -2.51  0.336
C -3.08 5.79 0.60  -0.494
H -0.60 3.62 1.21  0.396
H 6.33 -4.94 2.38  0.309
C -1.68 4.07 -8.25  -0.712
O -4.62 2.04 0.68  -0.373
N -5.02 -3.32 -0.87  0.786
H 1.49 -2.09 -2.92  0.284
H -1.82 -3.76 4.80  0.327
O -2.75 7.73 1.81  -0.545
N -3.27 -2.84 3.59  1.026
H -0.83 3.41 -0.56  0.229
H -2.44 -2.21 0.12  0.391
H 5.94 -5.39 -2.42  0.249
H -6.01 -3.88 0.88  0.290
O 5.78 -1.91 3.16  -0.536
H 2.12 -3.48 -3.85  0.329
O -4.09 -3.85 -1.42  -0.509
N 5.68 -3.12 3.19  0.962
H -1.41 1.50 4.61  0.270
N -3.07 7.27 0.74  0.950
C 6.52 -3.88 2.23  -0.747
H -4.72 -0.21 -2.01  0.396
C -0.84 0.83 -0.48  -0.118
N -2.81 0.20 1.88  -0.285
C -2.49 -1.14 -0.12  -0.438
C -1.00 2.96 0.43  -0.592
O 3.95 -3.70 -2.34  -0.464
O 1.57 1.20 4.47  -0.589
H 5.27 -0.57 -1.01  0.331
C -0.57 2.03 4.18  -0.551
H 3.55 -0.78 -0.56  0.069
O -3.40 7.91 -0.23  -0.534
N -4.64 0.72 -1.61  -0.541
H 2.65 -2.27 3.95  0.181
O 3.99 1.67 -1.23  -0.570
O 4.53 1.66 0.85  -0.534
C 1.78 -3.14 -2.88  -0.855
H -0.08 0.81 -1.28  0.513
C 6.75 -4.78 -2.81  -0.579
H 4.80 -0.72 0.71  0.176
H -2.77 5.35 1.54  0.254
H 7.56 -3.64 2.44  0.339
C -2.32 -2.80 4.73  -0.726
H -0.37 1.70 3.16  0.061
H -2.75 -1.09 -1.18  0.240
O 0.50 4.63 -7.75  -0.494
H -2.38 5.54 -0.20  0.160
H -1.61 -2.01 4.52  0.233
H -0.42 -1.28 -0.56  0.187
H -2.43 1.09 1.58  -0.138

2S+1 = 1
Net charge = +1
DFT total energy = -3512.72330 Ha
Orbital gap = 9.403 eV

***

Entry 4:
5 unconnected molecules or ions with the total composition C15H24F18N5O12S6. Source: the Open Molecules 2025 dataset; level of theory: wB97M-V/def2-TZVPD.

Last column: Mulliken charge in e.
Cartesian coordinates (Å):
F 3.03 -2.17 -0.49  -0.168
S 3.01 3.58 2.58  0.948
H 1.69 -0.49 2.36  -0.156
C -2.22 -1.87 -3.94  -0.983
F -1.13 -1.96 4.10  -0.186
C 1.66 3.34 4.04  0.580
F 4.22 -0.46 4.87  -0.174
H 1.76 1.08 2.01  0.559
H -1.65 1.01 -5.82  0.469
H -0.71 1.15 -3.57  0.300
H -2.98 1.45 -3.34  0.406
O 1.36 -2.97 4.76  -0.606
O -3.63 -0.67 2.55  -0.658
F 1.95 -4.19 -0.58  -0.241
F 6.29 1.14 0.20  -0.232
C -4.59 0.51 -5.39  -0.682
S 2.65 -2.45 4.19  0.825
H -3.63 -1.28 -6.53  0.356
H 1.48 0.09 0.78  -0.766
C 2.95 -0.73 5.10  0.584
C -3.22 0.39 -3.32  -0.500
H -3.50 0.29 -7.21  0.369
F 0.96 -2.33 0.12  -0.153
F -2.48 3.21 3.73  -0.203
O 3.87 -3.23 4.42  -0.652
C 5.25 0.94 0.94  0.677
C 0.85 0.36 -1.81  -1.362
F -0.55 -3.15 2.28  -0.187
S 2.95 -3.29 1.76  1.052
S -2.32 -0.97 1.92  0.715
F 0.76 2.43 3.67  -0.159
S -2.16 1.56 1.66  0.908
N 2.95 2.18 1.93  -0.437
O 2.49 4.60 1.67  -0.666
F 4.72 -0.24 0.70  -0.150
C -3.16 2.22 3.21  0.573
F 5.71 1.07 2.21  -0.241
C -0.65 0.06 -3.57  -1.282
O 4.40 -3.47 1.65  -0.662
H 0.54 1.14 -1.10  0.392
H 1.61 -0.25 -1.34  -0.166
N -1.28 0.15 2.10  -0.528
H -5.38 0.72 -3.50  0.397
O -3.18 1.47 0.63  -0.619
F 2.07 0.19 4.64  -0.251
H 0.30 0.25 1.96  0.799
S 3.92 2.34 0.51  0.673
N 2.53 -1.98 2.58  -0.512
F 1.16 4.51 4.26  -0.225
C 2.16 -2.97 0.04  0.512
H -3.11 -2.09 -4.52  0.591
O 2.27 -4.49 2.18  -0.710
F 2.23 2.99 5.14  -0.254
C -0.31 -0.45 -2.23  1.061
H 0.14 -0.31 -4.23  0.413
H -1.32 -2.30 -4.39  0.325
H -2.36 -2.06 -2.88  0.254
C -1.56 -2.48 2.98  0.599
H -4.65 1.53 -5.77  0.330
O -2.40 -1.55 0.58  -0.663
O 4.82 3.47 0.40  -0.607
F -3.23 1.37 4.19  -0.200
H -3.14 0.09 -2.28  0.331
F -2.51 -3.44 3.28  -0.249
C -3.47 -0.23 -6.25  -0.795
C -4.58 0.14 -3.94  -0.616
C -2.14 0.06 -5.62  -0.618
H -5.57 0.21 -5.74  0.385
N -2.06 -0.31 -4.14  0.158
F 2.68 -1.01 6.38  -0.206
O -1.14 2.61 1.39  -0.661
F -4.39 2.56 2.76  -0.228
O 3.30 1.93 -0.79  -0.621
H -4.94 -0.88 -3.77  0.278
H 0.03 -1.48 -2.26  0.293
H 1.50 0.69 -2.62  0.596
H -1.08 -0.29 -1.48  -0.328
N 1.29 0.22 1.76  2.001
O 4.26 3.79 3.29  -0.656
H -1.38 -0.61 -6.01  0.513

2S+1 = 1
Net charge = -1
DFT total energy = -5949.17373 Ha
Orbital gap = 7.684 eV

***

Entry 5:
3 unconnected molecules or ions with the total composition CH8N4S. Source: the Open Molecules 2025 dataset; level of theory: wB97M-V/def2-TZVPD.

Last column: Mulliken charge in e.
Cartesian coordinates (Å):
H 3.06 -0.86 -2.07  0.228
H 0.63 -0.35 -2.19  0.355
N -1.08 0.21 0.54  0.487
H 1.47 0.43 2.17  0.437
H -3.01 1.14 0.49  0.340
H -1.41 0.42 -1.36  0.380
H -2.63 0.15 1.83  0.329
H 1.24 -0.02 1.39  -0.188
N -2.25 0.64 1.03  -0.511
H -0.27 0.24 1.26  -0.001
N 0.53 -0.22 -1.15  0.279
S 2.88 -1.30 -0.86  0.260
N 1.48 -0.73 -0.39  -0.475
C -0.64 0.26 -0.69  0.081

2S+1 = 3
Net charge = +2
DFT total energy = -659.16650 Ha
⟨S²⟩ = 2.0083
Orbital gap (spin up / spin down) = 8.190 / 6.333 eV

***

Entry 6:
2 unconnected molecules or ions with the total composition CFNO3. Source: the Open Molecules 2025 dataset; level of theory: wB97M-V/def2-TZVPD.

Last column: Mulliken charge in e.
Cartesian coordinates (Å):
O -0.79 0.83 1.09  -0.326
N 1.34 -0.93 -0.22  0.367
O 1.16 -0.43 -1.23  -0.134
C -1.40 0.42 0.21  0.693
O -2.00 0.02 -0.67  -0.360
F 1.69 0.08 0.83  -0.240

2S+1 = 1
SMILES string = O=C=O.O=NF
Net charge = 0
DFT total energy = -418.38194 Ha
Orbital gap = 11.285 eV